A molecular structure, C20H20ClN2O6ReSe at a distorted geometry. Source: the Open Molecules 2025 dataset; level of theory: ωB97M-V/def2-TZVPD.

Each line ends with the Mulliken charge.
CARTESIAN COORDINATES (ANGSTROEM)
Re  -0.5713  -0.8915  -0.9283  1.636
Cl  0.8792  -2.2149  6.0285  -0.186
C  0.2347  -2.0561  4.4482  0.032
C  -0.3939  -3.1620  3.8476  -0.525
C  -0.9357  -3.0558  2.5982  -0.610
C  -0.8485  -1.8518  1.8537  1.124
O  -1.4185  -1.7718  0.7084  -0.858
C  -0.1894  -0.7287  2.4715  -0.481
C  -0.2493  0.5369  1.8267  0.172
N  -0.5472  0.6889  0.5704  0.135
C  -0.9534  1.9278  0.0671  -0.400
C  -0.6823  3.1878  0.5660  -0.340
C  -1.3174  4.3084  0.0167  -1.053
C  -2.2390  4.1909  -0.9929  -0.822
C  -2.4946  2.9301  -1.5732  0.789
C  -3.3700  2.7124  -2.6578  -0.533
C  -3.4878  1.4454  -3.1744  -0.908
C  -2.7429  0.3945  -2.6297  0.006
N  -1.9217  0.5638  -1.6062  0.051
C  -1.8047  1.8053  -1.0621  0.774
C  0.3256  -0.8574  3.7714  -0.717
H  -0.4492  -4.0964  4.3836  0.453
H  -1.4109  -3.8954  2.1172  0.489
H  -0.1438  1.4198  2.4555  0.387
H  0.0220  3.3257  1.3713  0.449
H  -1.0801  5.2837  0.4108  0.433
H  -2.7660  5.0591  -1.3574  0.444
H  -3.9199  3.5407  -3.0785  0.485
H  -4.1360  1.2427  -4.0116  0.407
H  -2.7987  -0.6016  -3.0494  0.549
H  0.8131  -0.0129  4.2344  0.489
O  -0.3578  -1.1921  -2.7537  -0.675
Se  0.8309  -2.3176  -3.6857  0.826
O  0.5137  -3.6566  -2.8134  -0.771
O  0.7380  -2.7097  -0.4699  -0.599
O  2.2123  -1.7591  -3.1180  -0.606
C  2.1409  -2.7200  -0.2371  -0.489
C  2.5322  -1.5276  0.6294  -0.526
O  1.9541  -0.3752  0.0462  0.101
C  2.7502  0.7992  -0.0155  -0.384
C  2.4296  1.5581  -1.2947  -0.947
H  2.4018  -3.6574  0.2674  0.366
H  2.6761  -2.6423  -1.1897  0.267
H  0.6092  -3.2420  -1.3485  0.347
H  3.6239  -1.4531  0.6548  0.591
H  2.1586  -1.6375  1.6588  0.119
H  3.8111  0.5289  0.0008  0.534
H  2.5364  1.4213  0.8687  0.250
H  2.8937  1.0656  -2.1418  0.323
H  2.7894  2.5807  -1.2268  0.404
H  1.3515  1.5686  -1.4569  -0.005

Atomic forces in eV per Å
Re -1.0334 -1.0023 -0.5010
Cl 0.1276 -0.0056 0.2413
C -0.0002 0.5554 -0.5104
C 0.0315 0.2350 -0.0323
C -0.0393 0.3315 -0.4918
C 0.9187 0.1024 2.0240
O -0.0414 0.6743 -2.7939
C -0.3767 -0.3762 -0.7662
C -0.1234 -0.4303 0.5254
N 0.6472 -1.1257 -0.4322
C -0.4308 1.0606 -0.4427
C 0.0353 -0.8441 -0.1641
C -0.3141 0.2071 -0.3094
C 0.2067 0.0042 0.2249
C 0.2521 -0.3520 0.1054
C 0.1765 -0.3567 0.0265
C -0.0278 0.2074 0.0441
C -0.1047 -0.0423 -0.0213
N -0.2616 0.0197 0.1174
C 0.0807 0.6806 0.2848
C 0.0217 -0.4910 0.5034
H 0.0094 -0.0806 0.0787
H -0.1000 -0.1062 -0.0010
H -0.0216 0.0176 -0.0592
H 0.0537 -0.0139 0.1330
H -0.0233 0.0888 0.0787
H -0.0018 0.0822 -0.0920
H -0.0661 0.0667 -0.0405
H -0.0506 -0.0344 -0.0468
H 0.0262 0.0525 0.0291
H 0.0221 0.0873 0.1065
O -0.5187 0.8241 3.6876
Se 0.6430 -1.0660 -1.4911
O -0.5101 -0.5748 0.5483
O -0.8344 0.9088 -0.7913
O 0.7781 0.7906 0.0899
C 1.0385 0.4064 0.3553
C -0.1707 -0.5021 0.0538
O 0.2585 0.0015 -0.2441
C -0.0074 0.3713 0.0030
C 0.0922 -0.3430 0.2984
H -0.0560 0.1325 -0.0439
H -0.2246 -0.1058 0.1497
H -0.0260 -0.1456 -0.0885
H -0.0813 -0.0293 0.0149
H 0.1290 -0.0157 -0.1410
H -0.0964 0.0356 0.0836
H 0.1060 -0.0828 -0.0558
H -0.0167 -0.0646 -0.1804
H 0.0147 0.1193 -0.0379
H -0.1102 0.1274 -0.0287

Calculated values
2S+1: 2
LUMO level (alpha / beta), hartree: -0.1998 / -0.1845
⟨S²⟩: 0.7596
Net charge: +1

***

A molecular structure, C28H40FI2N6O4PY at a distorted geometry. Source: the Open Molecules 2025 dataset; level of theory: ωB97M-V/def2-TZVPD.

Each line ends with the Mulliken charge.
CARTESIAN COORDINATES (ANGSTROEM)
C  5.2477  3.1761  2.4479  -1.326
C  3.8495  3.4854  3.0433  0.290
F  4.0537  3.7953  4.3921  -0.356
C  2.9338  2.2182  3.0509  -1.997
C  1.9036  2.1840  1.9496  1.311
C  0.7493  3.0945  2.0837  1.120
C  0.6159  3.9864  3.2520  -1.314
C  -0.1802  3.1821  4.4145  -0.807
C  -0.5073  1.7203  4.0477  -0.762
I  -1.5014  0.7876  5.7257  0.238
C  -0.2749  3.1365  1.0916  -0.745
C  -0.1516  2.2794  0.0543  0.711
C  0.9630  1.3466  -0.0785  0.870
C  2.0028  1.3143  0.8689  0.326
C  3.1679  0.3461  0.6776  -2.364
C  2.7771  -1.1180  1.0385  1.314
N  3.2198  -1.3325  2.4173  -0.542
N  1.3341  -1.3570  1.0212  -0.417
N  3.4730  -2.0224  0.0935  -0.592
C  0.8809  0.4342  -1.3135  -0.747
O  1.8489  0.1766  -1.9898  -0.427
C  -0.5321  -0.0707  -1.6258  -0.213
C  -0.7549  -1.3896  -2.0400  1.582
C  0.4050  -2.3773  -2.2419  -1.001
C  0.6923  -2.6168  -3.7503  -0.755
C  1.6205  -3.8294  -4.0522  -0.910
C  1.2331  -5.1545  -3.3360  -0.138
N  2.3430  -5.6257  -2.5161  -0.532
C  -2.0934  -1.7677  -2.2646  -0.931
I  -2.3951  -3.8106  -2.8710  0.021
C  -3.1944  -0.8774  -2.0904  1.115
P  -4.8851  -1.5704  -2.3965  0.945
N  -4.9899  -2.0167  -3.8676  -0.705
O  -6.0823  -0.5837  -2.0644  -0.512
O  -5.1190  -2.8370  -1.2865  0.119
C  -2.9332  0.4618  -1.7072  0.014
C  -4.0681  1.4744  -1.5522  -1.406
C  -4.8333  1.3296  -0.2040  -0.162
N  -6.0300  2.1860  -0.3123  -0.621
C  -1.6073  0.8290  -1.4812  0.079
C  -1.2320  2.2396  -1.0322  -0.795
O  -1.6915  3.2549  -1.4916  -0.516
H  5.3954  2.1004  2.2763  0.289
H  5.3613  3.7086  1.4952  0.321
H  5.9991  3.4732  3.1907  0.428
H  3.3858  4.3666  2.5796  0.463
H  2.3698  2.2335  4.0039  0.209
H  3.4926  1.2766  3.0742  0.811
H  0.0048  4.8760  3.0475  0.602
H  1.5704  4.2793  3.7014  0.115
H  0.4319  3.1499  5.3306  0.521
H  -1.1183  3.6852  4.6829  0.490
H  -1.2065  1.6095  3.2093  0.318
H  0.3880  1.0998  3.8868  0.420
H  -1.1190  3.8254  1.1570  0.671
H  3.9922  0.7294  1.2922  0.207
H  3.5093  0.4704  -0.3598  0.623
H  3.2273  -2.3252  2.6422  0.348
H  4.1854  -1.0140  2.4462  0.300
H  1.0471  -2.0233  1.7316  0.325
H  0.9967  -1.6553  0.1133  -0.302
H  3.6237  -1.5770  -0.8101  0.336
H  2.8306  -2.7872  -0.1112  0.188
H  1.3392  -1.9718  -1.8238  -0.495
H  0.1963  -3.2980  -1.6735  0.821
H  1.2214  -1.7154  -4.1052  0.293
H  -0.2117  -2.7000  -4.3671  0.462
H  2.6735  -3.5614  -3.8666  0.461
H  1.5553  -4.0081  -5.1371  0.399
H  1.0405  -5.9159  -4.1094  0.342
H  0.2780  -5.0681  -2.7732  0.120
H  2.6526  -4.9261  -1.8507  0.137
H  2.1410  -6.5071  -2.0578  0.262
H  -4.1106  -1.7931  -4.3296  0.354
H  -6.2287  0.0333  -2.8011  0.370
H  -5.3357  -2.4871  -0.3852  0.417
H  -4.7309  1.3423  -2.4166  0.461
H  -3.7147  2.5087  -1.6053  0.648
H  -4.1858  1.7668  0.5838  0.336
H  -5.0679  0.2744  -0.0246  0.249
H  -6.5617  2.0493  0.5469  0.247
H  -5.7192  3.1550  -0.2592  0.270
Y  -5.8563  -4.7607  -0.2294  0.702

Atomic forces in eV per Å
C -0.5845 0.0155 -0.1342
C 1.1576 -0.7927 0.4378
F -0.4208 0.0914 -0.2468
C -1.0081 -0.0572 0.1096
C 0.1941 0.1553 0.3491
C 0.0852 0.8076 -0.0903
C -0.2269 -0.3414 0.4279
C -0.3041 -0.9465 0.5932
C -0.1021 -0.2311 0.2736
I 0.3137 0.3815 -0.4615
C 0.5787 -0.1233 0.3696
C -0.4133 -0.7769 -1.0570
C -0.6231 -0.1915 0.1063
C 0.0315 -0.0024 -0.4826
C -0.4620 1.1548 -0.1393
C 0.8561 -0.3631 0.1119
N -0.1465 0.3362 -0.4966
N 0.0349 0.2699 -0.1929
N -0.9109 0.2753 -0.2283
C -0.2263 0.3194 -0.0502
O -0.5357 0.1179 0.5278
C 0.0775 0.2346 0.1604
C 0.3132 -0.3667 -0.1996
C -0.1005 0.2568 -0.1561
C 0.7343 -0.0133 -0.1200
C -0.6003 0.1231 -0.0775
C 0.5038 -0.0626 -0.5460
N -0.6635 0.1714 0.0134
C -0.3216 -0.0931 0.2049
I 0.0814 0.3505 0.3506
C 0.5199 -0.5824 1.0780
P 0.4943 1.3248 -3.4281
N 0.1906 0.0690 0.7376
O 0.4495 -0.9912 1.4584
O -0.9880 -0.0662 1.4409
C -0.4905 0.2025 -0.1642
C 0.0867 -0.3837 0.1986
C 0.4634 1.3352 -0.8568
N 0.1039 -0.7100 0.6416
C 0.6346 0.4682 0.3234
C 0.1981 -0.1095 -0.3089
O 0.2283 -0.4889 0.5438
H -0.0702 0.3194 0.0132
H 0.2888 -0.1261 0.3112
H -0.1738 0.1951 -0.4200
H 0.0556 -0.3063 0.0440
H 0.3348 0.1497 -0.2756
H 0.0134 0.4789 0.0124
H 0.2481 -0.3053 -0.1969
H -0.2649 -0.0591 -0.2075
H -0.0106 0.2889 -0.4187
H 0.3424 0.1369 -0.3062
H 0.2431 0.1162 0.2179
H -0.3220 0.2551 -0.0233
H 0.3171 -0.1342 0.0355
H -0.1605 -0.5535 -0.1846
H -0.1708 -0.3354 0.3271
H 0.0365 0.0733 -0.0161
H -0.0465 -0.3286 0.2729
H 0.0139 0.2103 0.0407
H 0.0380 -0.0841 0.1279
H 0.2221 0.0560 0.1654
H 0.4820 -0.2809 0.2195
H -0.4172 -0.0762 -0.1480
H -0.1128 0.1375 -0.3815
H -0.3270 -0.2381 0.0380
H 0.0667 0.0424 0.4102
H -0.3603 -0.2455 0.1788
H 0.1395 0.1594 0.3491
H 0.0661 0.1431 0.3479
H 0.3173 0.1396 -0.1181
H 0.1001 -0.2062 -0.0047
H 0.2141 0.0680 0.0149
H -0.1985 -0.4969 -0.3696
H -0.2208 -0.2128 -0.0005
H 0.2416 0.9103 -0.2007
H 0.0236 0.2258 0.4345
H 0.0732 -0.4351 -0.1746
H 0.0886 -0.8619 -0.0853
H -0.1637 0.3946 0.2814
H -0.2243 0.1142 -0.2764
H -0.1410 -0.0900 -0.2176
Y 0.2154 -0.0056 -0.8382

Calculated values
LUMO level, hartree: -0.4913
Net charge: +3